Entry 1:
Computed, not measured: a 4-piece molecular cluster, C3H16NO4 overall, with ωB97M-V with the def2-TZVPD basis set.

```
24
Properties=species:S:1:pos:R:3:forces:R:3
C 1.20766 -0.12721 0.71697 -1.7 -0.6 -2.5
C 0.61083 1.22100 0.31979 2.5 0.6 -1.2
C -0.55946 1.74644 1.05123 3.6 1.5 5.3
O 0.01265 3.09406 1.41132 -1.7 -0.5 -0.1
N 1.98580 -0.74973 -0.55404 -0.9 -3.6 5.2
H 0.37594 -0.83917 1.00171 1.4 0.4 -0.2
H 1.97682 -0.00895 1.42719 0.5 -0.1 1.1
H 1.48103 1.98771 0.34585 -1.5 -1.1 0.6
H 0.34994 1.35280 -0.69992 0.0 -0.9 -1.3
H -1.47012 1.90191 0.61836 -2.2 -0.1 -1.7
H -0.69214 1.18066 2.06080 -0.1 0.9 -1.5
H -0.62688 3.78272 1.17180 0.1 -0.2 0.3
H 1.34056 -1.38145 -1.05284 0.6 0.8 -0.4
H 2.78794 -1.29683 -0.15745 -1.1 0.1 -0.3
H 2.43891 -0.09568 -1.06783 0.8 2.8 -2.6
H -1.66474 -1.57099 -0.50317 -0.4 -0.5 0.1
H -2.34345 -2.32083 -1.75598 1.3 1.5 0.8
O -1.71487 -1.58738 -1.46966 -0.9 -1.1 -0.6
H 0.52811 -0.16523 -3.46589 -0.5 0.1 4.2
H -0.45307 -0.44634 -2.15075 0.8 0.2 -0.7
O 0.46662 -0.12911 -2.38407 -0.8 -0.3 -4.3
H -2.14108 -2.59414 1.78474 -2.6 -4.1 1.5
H -2.19183 -1.09355 1.81128 -0.6 0.4 0.4
O -1.70517 -1.86070 1.54058 3.2 3.8 -2.1
```
Positions in Å, forces in eV/Å.

Summary:
total charge = +1
energy above the lowest of the compared OMol25 structures with the same formula, charge and spin = 237.12 kJ/mol
frontier orbital gap = 10.311 eV

Entry 2:
Computed, not measured: C6H12O as an isolated structure, with ωB97M-V with the def2-TZVPD basis set.

```
19
Properties=species:S:1:pos:R:3:forces:R:3
C 2.37271 -0.17809 0.75806 0.0 0.0 0.1
C 1.70771 -0.43703 -0.59188 0.0 -0.1 0.0
C 0.44710 0.38193 -0.76547 0.1 0.1 0.0
C -0.69017 -0.06741 -1.64355 -0.1 0.0 -0.2
C -0.84075 -0.09141 -0.15071 0.3 0.1 -0.3
C -2.42137 -0.23049 1.13818 -0.4 0.0 0.2
O -1.72138 1.14354 0.25770 0.1 -0.1 0.3
H 3.25907 -0.80502 0.90387 -0.1 0.1 0.0
H 1.66415 -0.39031 1.56661 0.1 0.0 -0.1
H 2.68471 0.86988 0.85057 0.0 -0.2 0.0
H 1.44824 -1.49964 -0.67663 0.0 0.1 0.0
H 2.41339 -0.22324 -1.40736 -0.1 0.0 0.1
H 0.60844 1.46457 -0.75406 0.0 -0.2 0.0
H -0.61537 -1.02138 -2.16632 0.0 0.2 0.2
H -1.21194 0.70748 -2.20119 0.0 -0.1 0.1
H -2.92515 -0.88547 0.43708 0.2 0.1 0.1
H -3.14137 0.44626 1.62428 0.2 -0.1 -0.1
H -1.83298 -0.77291 1.87068 0.0 0.1 -0.2
H -1.20505 1.58876 0.95014 -0.1 0.0 -0.1
```
Positions in Å, forces in eV/Å.

Summary:
energy above the lowest of the compared OMol25 structures with the same formula, charge and spin = 625.07 kJ/mol
frontier orbital gap = 7.952 eV

Entry 3:
Computed, not measured: one molecule with the formula C10H12BrNO2S, with ωB97M-V with the def2-TZVPD basis set.

```
27
Properties=species:S:1:pos:R:3:forces:R:3
C -1.59926 -2.68223 0.26667 1.1 0.0 0.5
C -0.37664 -2.21132 0.10689 3.5 0.4 0.9
C -2.73205 -0.84537 -1.00719 2.5 1.0 -0.4
C -1.68131 -0.16715 -1.38370 2.8 -1.7 0.9
C -0.95481 0.90117 -1.96865 -0.5 2.2 -1.9
C 0.89394 0.51682 0.69052 0.9 0.8 0.8
C -2.70075 -2.27915 -0.55557 -1.3 1.1 -0.3
C 0.19382 -1.43805 -1.00648 -3.0 1.3 -0.7
C 1.36026 2.42054 2.13083 0.0 -0.6 0.1
C 3.03364 1.68379 0.53264 -1.2 1.8 3.1
N 1.73440 1.44694 1.20561 1.3 -1.8 -3.7
O -0.18613 1.71461 -1.44523 -0.8 -1.0 0.0
O -0.15063 0.24600 1.18510 -1.9 -0.4 0.6
S 1.54284 -0.37563 -0.71905 0.4 -0.7 -0.8
Br 0.25648 -2.25962 -2.75237 0.2 -0.1 0.3
H -1.93100 -3.17934 1.16167 0.6 -0.3 0.3
H 0.51228 -2.22478 0.83829 -2.1 -0.8 -0.4
H -3.56018 -0.23466 -1.14438 -2.4 0.3 0.1
H -1.14574 1.07679 -3.11796 0.3 -0.8 1.6
H -2.88187 -2.76349 -1.46776 0.2 -1.4 -1.4
H -3.54495 -2.51649 0.02784 -1.5 0.1 0.5
H 2.02411 2.20745 2.91702 0.7 0.9 1.7
H 1.44286 3.34475 1.65547 0.5 2.0 -0.3
H 0.36662 2.33306 2.42599 -1.7 -0.5 0.6
H 3.42774 0.76737 0.28997 1.2 -1.9 -1.1
H 3.01788 2.43663 -0.22848 -0.2 0.2 -0.8
H 3.63846 2.08136 1.36231 0.3 -0.1 -0.4
```
Positions in Å, forces in eV/Å.

Summary:
energy above the lowest of the compared OMol25 structures with the same formula, charge and spin = 585.53 kJ/mol
frontier orbital gap (alpha / beta) = 7.751 / 7.752 eV

Entry 4:
Computed, not measured: a 2-piece molecular cluster, C4H13NO overall, with ωB97M-V with the def2-TZVPD basis set.

```
19
Properties=species:S:1:pos:R:3:forces:R:3
C -1.55942 2.23546 0.92515 -0.2 -5.2 -2.7
C -0.52337 1.00861 0.82837 1.6 3.3 1.9
N 0.28180 0.74357 -0.35527 -1.7 1.1 2.6
C -0.37785 -0.11315 -1.26610 0.8 -3.5 2.0
C 0.72813 -0.96993 -1.84885 1.3 -1.1 -0.8
H -2.46221 1.88200 0.43196 -0.8 -0.5 0.5
H -1.37620 2.90457 0.18950 1.6 3.3 -1.3
H -1.76593 2.42680 1.90534 -0.3 1.3 2.4
H 0.19939 1.34029 1.68278 -0.9 -1.3 -1.2
H -1.04443 0.10386 1.02779 -0.2 -0.7 0.7
H 0.87125 1.52121 -0.62861 -0.4 -0.3 -0.6
H -1.18696 -0.80220 -0.75075 1.7 1.5 -0.5
H -0.87173 0.24976 -2.07778 -1.6 2.0 -2.2
H 1.69907 -0.39268 -1.66647 -1.2 -0.9 -0.7
H 0.91152 -2.03059 -1.40444 -0.6 1.9 -0.8
H 0.45565 -0.99800 -2.93173 1.0 -0.7 0.5
O 1.20682 -2.43405 1.56236 -0.5 -1.2 -1.1
H 1.33357 -2.97644 0.74402 -0.2 0.8 1.1
H 2.00487 -1.92713 1.63502 0.6 0.5 0.0
```
Positions in Å, forces in eV/Å.

Summary:
SMILES string = CCNCC.O
energy above the lowest of the compared OMol25 structures with the same formula, charge and spin = 238.94 kJ/mol
frontier orbital gap = 9.238 eV

Entry 5:
Computed, not measured: C19H30CoN3O3S2Te as an isolated structure, with ωB97M-V with the def2-TZVPD basis set.

```
59
Properties=species:S:1:pos:R:3:forces:R:3
Co 0.66041 -1.18471 -0.04354 2.0 0.0 -0.5
O 4.25490 -1.83426 -0.14122 -0.2 0.1 -1.0
S 3.84864 -1.69201 -1.53252 -1.2 0.9 -2.2
O 4.48070 -2.44864 -2.56568 0.4 -0.7 0.4
O 3.74897 -0.22864 -2.03785 0.3 -2.5 1.2
S 1.67883 -2.30155 -1.70772 1.7 0.4 0.7
C -4.34333 0.90775 0.12512 0.2 -2.1 0.5
C -2.94145 1.19822 0.70479 0.1 0.0 0.0
N -1.90543 0.26877 0.20735 0.2 0.4 0.5
C -2.05821 -0.83019 -0.56471 -1.6 0.6 -1.3
N -1.05012 -1.62605 -0.77668 -0.5 -0.9 -0.4
C -1.22727 -2.88742 -1.58726 0.4 0.2 2.6
C -2.66301 -3.35201 -1.43298 -1.0 -0.4 -0.6
C -3.53780 -2.18507 -1.96076 0.9 0.3 -0.5
N -3.25710 -0.94812 -1.20699 -0.2 -0.3 1.0
C -4.23775 0.16656 -1.22027 1.3 0.0 0.0
H -4.93810 1.81147 0.00975 0.0 -0.1 0.2
H -4.81083 0.18530 0.84169 -0.1 0.8 -0.5
H -2.98807 1.06189 1.80335 0.0 0.4 -0.5
H -2.61404 2.22472 0.47111 -0.1 -0.4 0.1
H -1.03242 0.27775 0.72693 -0.3 0.2 0.0
H -0.53944 -3.61424 -1.08781 -0.5 0.4 -0.6
H -0.85492 -2.71483 -2.59063 -0.4 -0.1 -0.3
H -2.96999 -3.63641 -0.39510 0.6 0.5 -0.6
H -2.79963 -4.29213 -2.02709 -0.1 0.9 0.2
H -4.61535 -2.31188 -1.97109 -0.1 -0.4 0.2
H -3.21361 -2.00336 -3.00008 -0.3 -0.2 0.1
H -5.15305 -0.23203 -1.63207 -0.5 -0.1 0.4
H -3.89996 0.89198 -1.94227 0.3 0.4 -0.6
C 2.02234 -1.45163 3.96900 0.9 0.9 0.3
C 2.10063 -1.97704 2.50226 0.0 -0.3 0.9
C 2.63168 -3.41517 2.39637 0.3 -0.7 0.0
C 0.72723 -1.84107 1.83786 -0.6 -1.2 0.7
H 3.00585 -1.33752 4.53762 -0.9 -0.9 -0.9
H 1.30856 -2.04101 4.58072 0.4 0.4 -0.3
H 1.74532 -0.37849 3.93135 -0.5 -0.5 0.1
H 2.88735 -1.44306 1.99480 -0.1 0.9 -0.3
H 2.47622 -3.97190 3.36623 0.1 0.3 -1.1
H 3.72775 -3.35860 2.16806 -0.9 -0.3 0.3
H 2.13899 -3.94321 1.53009 0.6 0.3 1.0
H 0.01771 -1.12635 2.32721 0.5 -0.3 -0.2
H 0.22745 -2.85854 1.79853 0.3 1.1 0.0
C 1.91609 2.29167 1.01200 -0.6 -1.7 1.0
Te 2.76597 0.63272 -0.17745 -1.3 2.7 0.2
C 1.86105 1.87291 -1.80361 0.0 -1.8 0.7
C 1.54518 3.19590 -1.28089 -1.2 0.8 1.8
C 1.28109 4.24374 -2.13959 0.0 0.5 0.1
C 0.89379 5.49044 -1.61065 -0.7 -1.2 0.6
C 0.71422 5.64968 -0.24079 -0.1 0.3 0.8
C 1.02442 4.59679 0.66642 -0.5 0.4 -1.9
C 1.34615 3.36229 0.15608 1.9 0.1 -1.9
H 2.74335 2.57147 1.67651 -0.3 0.4 -0.2
H 1.17952 1.76388 1.64600 0.0 0.5 0.0
H 0.92967 1.31375 -2.04945 0.8 0.3 -0.2
H 2.56466 1.89439 -2.61507 0.1 -0.2 -0.4
H 1.34383 4.09747 -3.23113 0.1 0.1 0.7
H 0.52859 6.23157 -2.28448 0.1 0.7 -0.3
H 0.29773 6.60481 0.14445 0.5 -0.7 -0.3
H 1.02601 4.65921 1.72575 -0.3 0.6 0.8
```
Positions in Å, forces in eV/Å.

Summary:
⟨S²⟩ = 6.018
energy above the lowest of the compared OMol25 structures with the same formula, charge and spin = 182.66 kJ/mol
frontier orbital gap (alpha / beta) = 7.522 / 6.383 eV
spin multiplicity = 5

For each record above, in turn, the calculated max |F| values are 6.6; 0.4; 4.3; 5.8; 3.0 eV/Å.